One molecule with the formula CO3S in a non-equilibrium geometry. Source: the OMol25 dataset; level of theory: the ωB97M-V functional and the def2-TZVPD basis.

* SMILES: O=C=S(=O)=O
* LUMO level: -0.0414 hartree
* total charge: 0
* HOMO level: -11.46 eV
* total energy: -661.95739 a.u.
* energy above the lowest of the compared OMol25 structures with the same formula, charge and spin: 19.74 kcal per mole

Geometry (Å):
C  0.98578  0.43919  0.50068
O  1.77418  -0.31349  0.33645
O  -1.41308  -0.46494  0.76564
O  -0.22452  -0.08872  -1.32770
S  -1.12236  0.42796  -0.27507